1.
# C13H18N2Ti

A structure of composition C13H18N2Ti (ωB97M-V/def2-TZVPD, the Open Molecules 2025 dataset).

Each line ends with the Löwdin charge.
Positions of all 34 atoms, in Å:
C1 0.219 0.849 -2.642  -0.18
C2 -0.721 1.592 -1.872  -0.28
C3 -1.446 0.672 -1.012  -0.22
C4 -1.022 -0.621 -1.341  -0.12
C5 -0.114 -0.621 -2.502  -0.49
Ti1 0.672 0.977 -0.344  0.78
N1 0.949 -1.696 -2.523  -0.10
C6 1.624 2.565 0.017  -0.43
C7 0.336 2.818 0.613  -0.34
H1 -2.242 0.954 -0.313  0.10
H2 -0.903 2.663 -1.889  0.09
H3 -1.509 -1.537 -1.032  0.11
H4 -0.654 -0.980 -3.389  0.10
H5 0.587 1.222 -3.604  0.08
H6 -0.430 3.372 0.074  0.01
H7 2.467 2.356 0.696  0.03
H8 1.832 -1.289 -2.933  0.01
H9 0.238 2.831 1.705  0.01
H10 1.869 3.024 -0.960  0.03
C8 0.991 -2.707 -0.230  -0.19
C9 0.596 -1.991 0.957  -0.40
C10 0.096 -2.553 2.167  -0.13
C11 -0.533 -1.527 2.871  -0.15
C12 -0.421 -0.352 2.123  -0.42
C13 -1.131 0.881 2.446  -0.12
N2 0.349 -0.600 1.024  -0.04
H11 1.900 -3.320 -0.061  0.02
H12 1.151 -1.986 -1.370  -0.06
H13 0.189 -3.389 -0.545  0.03
H14 0.169 -3.614 2.393  0.06
H15 -1.080 -1.563 3.799  0.06
H16 -2.117 0.598 2.843  0.07
H17 -0.572 1.415 3.223  0.06
H18 -1.342 1.557 1.608  0.03

Kohn-Sham gap (spin up / spin down) = 3.620 / 3.910 eV
HOMO level (spin up / spin down) = 1.589 / 1.267 eV
<S²> = 2.0214
total charge = -2
spin multiplicity = 3

=====

2.
# C13H18N3O3Pt

A structure of composition C13H18N3O3Pt (ωB97M-V/def2-TZVPD, the Open Molecules 2025 dataset).

Each line ends with the Löwdin charge.
Positions of all 38 atoms, in Å:
Pt1 -0.117 0.718 -1.253  1.05
N1 1.809 0.351 -1.755  -0.06
C1 1.889 -0.496 -2.968  -0.11
C2 0.847 -0.076 -3.981  -0.43
O1 1.024 -0.095 -5.158  0.17
N2 -0.403 0.341 -3.360  -0.11
C3 -1.407 0.423 -4.138  0.08
C4 -1.879 3.697 -3.415  -0.42
O2 -2.419 3.907 -4.415  0.23
O3 -1.341 3.454 -2.414  0.16
H1 2.267 1.247 -1.914  0.13
H2 2.288 -0.080 -0.967  0.12
H3 1.679 -1.527 -2.679  0.15
H4 2.872 -0.452 -3.433  0.14
H5 -2.370 0.712 -3.733  0.10
H6 -1.311 0.199 -5.198  0.12
C5 -1.878 -2.364 2.731  -0.08
N3 -0.579 -2.383 2.103  -0.29
C6 0.525 -2.935 2.853  -0.08
C7 -0.297 -1.393 1.114  -0.20
C8 -0.010 0.037 1.579  -0.22
C9 0.019 0.359 2.928  -0.03
C10 0.322 1.647 3.355  -0.05
C11 0.614 2.640 2.435  -0.08
C12 0.589 2.341 1.079  -0.12
C13 0.249 1.061 0.647  -0.30
H7 -2.068 -3.332 3.196  0.09
H8 -2.647 -2.203 1.973  0.09
H9 -2.007 -1.592 3.503  0.08
H10 0.204 -3.857 3.337  0.09
H11 0.931 -2.275 3.632  0.08
H12 1.342 -3.184 2.172  0.09
H13 -1.140 -1.375 0.410  0.11
H14 0.575 -1.733 0.538  0.11
H15 -0.192 -0.408 3.660  0.10
H16 0.340 1.869 4.414  0.11
H17 0.861 3.639 2.766  0.11
H18 0.821 3.117 0.357  0.09

Kohn-Sham gap = 5.985 eV
HOMO level = -10.665 eV
total charge = +1

=====

3.
# C13H18N3S2Zn

A structure of composition C13H18N3S2Zn (ωB97M-V/def2-TZVPD, the Open Molecules 2025 dataset).

Each line ends with the Löwdin charge.
Positions of all 37 atoms, in Å:
Zn1 -0.991 0.061 0.028  0.56
C1 0.652 3.840 -3.754  -0.43
S1 1.364 3.602 -2.097  0.72
C2 0.443 2.136 -1.654  -1.18
S2 -1.202 2.332 -1.156  0.45
N1 1.099 1.024 -1.797  -0.09
N2 0.394 -0.062 -1.418  -0.19
C3 0.640 -1.259 -1.918  -0.13
C4 -0.287 -2.271 -1.616  -0.29
C5 -0.190 -3.582 -2.156  -0.06
C6 -1.171 -4.499 -1.916  -0.12
C7 -2.273 -4.133 -1.108  -0.12
C8 -2.297 -2.857 -0.588  -0.17
N3 -1.364 -1.935 -0.817  0.01
H1 0.974 4.819 -4.106  0.02
H2 -0.433 3.807 -3.683  0.01
H3 1.016 3.058 -4.417  0.03
H4 1.467 -1.433 -2.600  0.11
H5 0.672 -3.825 -2.767  0.10
H6 -1.112 -5.497 -2.332  0.09
H7 -3.068 -4.835 -0.898  0.08
H8 -3.114 -2.552 0.058  0.10
C9 1.656 0.136 2.135  -0.08
C10 0.385 0.817 2.669  -0.73
C11 0.488 2.327 2.377  -0.08
C12 0.338 0.634 4.194  -0.10
C13 -0.837 0.229 2.007  -0.11
H9 2.553 0.582 2.577  0.08
H10 1.717 0.244 1.050  0.06
H11 1.640 -0.930 2.370  0.08
H12 1.329 2.763 2.927  0.08
H13 -0.430 2.840 2.669  0.08
H14 0.644 2.503 1.314  0.05
H15 1.222 1.080 4.659  0.07
H16 0.311 -0.427 4.456  0.07
H17 -0.549 1.116 4.614  0.07
H18 -1.685 0.146 2.691  -0.01

Kohn-Sham gap (spin up / spin down) = 6.670 / 5.261 eV
HOMO level (spin up / spin down) = -3.815 / -2.409 eV
total charge = -1
energy above the lowest of the compared OMol25 structures with the same formula, charge and spin = 0.0 kcal per mole

=====

4.
# C13H18O4

An isolated molecule of C13H18O4 (ωB97M-V/def2-TZVPD, the Open Molecules 2025 dataset).

Each line ends with the Löwdin charge.
Positions of all 35 atoms, in Å:
C1 -0.788 3.947 -1.737  -0.11
C2 -1.652 3.937 -0.364  -0.21
C3 -0.767 3.735 0.948  -0.19
O1 0.376 2.848 0.774  -0.10
C4 -0.010 1.521 1.082  -0.15
C5 -0.777 0.785 0.142  0.10
C6 -1.204 -0.688 0.606  -0.28
O2 -2.359 -1.086 0.402  0.07
C7 -0.067 -1.511 1.358  -0.11
C8 0.258 -3.046 1.121  -0.10
C9 -0.404 -3.684 -0.185  -0.20
O3 0.492 -3.828 -1.305  -0.20
C10 1.013 -2.560 -1.757  -0.23
C11 2.619 -2.610 -1.510  -0.08
C12 0.711 -0.774 2.287  0.06
C13 0.377 0.785 2.457  -0.24
O4 0.377 1.363 3.549  0.08
H1 -1.075 4.882 -2.309  0.07
H2 -1.120 3.055 -2.380  0.07
H3 0.326 3.844 -1.562  0.08
H4 -2.380 4.816 -0.302  0.11
H5 -2.324 3.007 -0.450  0.09
H6 -0.443 4.758 1.315  0.13
H7 -1.452 3.239 1.725  0.14
H8 -1.057 1.240 -0.851  0.12
H9 1.395 -3.111 0.968  0.12
H10 0.043 -3.678 2.052  0.13
H11 -0.732 -4.745 0.100  0.13
H12 -1.339 -3.158 -0.554  0.12
H13 0.525 -1.650 -1.286  0.11
H14 0.880 -2.447 -2.891  0.12
H15 2.980 -1.798 -0.802  0.07
H16 3.173 -2.543 -2.499  0.07
H17 2.861 -3.628 -1.045  0.08
H18 1.545 -1.219 2.905  0.13

Kohn-Sham gap = 8.762 eV
HOMO level = -9.794 eV
SMILES = CCCOC1=CC(=O)C(CCOCC)=CC1=O
energy above the lowest of the compared OMol25 structures with the same formula, charge and spin = 96.6 kcal per mole